(1)
Entry from the Open Molecules 2025 dataset: a structure of composition C24H43Cl2N4O4SiV at a distorted geometry (ωB97M-V/def2-TZVPD).

Results
HOMO level (alpha / beta) ... -0.04350 / -0.16951 hartree
Lowest unoccupied orbital energy (alpha / beta) ... 0.093 / 0.093 hartree
<S²> ... 3.762
Electronic energy ... -98351.305 eV

Geometry as ORCA input:
```
! RIJCOSX wB97M-V def2-TZVPD def2/J DEFGRID3
* xyz -1 4
C -0.0417 -2.4148 -2.6356
C 1.0211 -1.3885 -2.8756
H -0.6121 -2.5433 -3.5507
H -0.7001 -2.0826 -1.8285
H 0.3896 -3.3860 -2.3578
C 1.3625 -0.8552 -4.0546
C 0.7935 -1.2809 -5.3616
H 2.0945 -0.0331 -4.1015
H -0.0506 -1.9621 -5.2741
H 1.5467 -1.7725 -5.9796
H 0.4695 -0.4029 -5.9202
V 0.0193 0.2059 0.7363
Cl -1.9144 -1.0771 0.5900
C 2.9083 1.3575 1.1535
O 1.6640 1.5443 1.0432
N 3.8047 2.3478 1.1244
C 3.4613 3.7721 1.1762
C 5.2318 2.0652 1.1206
H 3.3396 0.3501 1.2868
H 2.3808 3.9131 1.2866
H 3.8314 4.2657 0.2614
H 4.0059 4.2165 2.0264
H 5.3888 0.9857 1.0688
H 5.6933 2.4627 2.0324
H 5.7146 2.5409 0.2585
H -0.7367 1.9995 5.8886
H -1.1408 -0.3953 6.6246
C -1.3422 1.8174 4.9912
C -1.7450 -0.5369 5.7187
N -1.3120 0.3873 4.6761
H -0.9703 2.4065 4.1476
C -0.9003 -0.0526 3.4919
O -0.5934 0.7355 2.5472
H -1.6183 -1.5570 5.3420
H -0.8398 -1.1424 3.3691
H -2.3706 2.1060 5.2467
H -2.8004 -0.3574 5.9648
H -1.5055 0.1375 -2.7850
H 0.2287 1.9707 -4.0160
C -1.9304 1.0448 -2.3322
C -0.4415 2.6627 -3.4856
N -0.8830 2.0708 -2.2304
H -2.3237 0.8171 -1.3354
C -0.5482 2.5914 -1.0416
O -0.8186 2.0128 0.0441
H 0.1029 3.5908 -3.2779
H -0.0390 3.5740 -1.0533
H -2.7177 1.4306 -2.9929
H -1.3117 2.8633 -4.1232
O 0.7538 -0.1799 -0.9098
C 1.7289 -0.9108 -1.6032
C 2.8941 1.3040 -2.0923
C 2.9943 -0.0530 -1.7744
H 1.8973 1.7738 -2.1424
C 4.0677 2.0186 -2.3535
H 1.9905 -1.8255 -1.0361
C 4.2238 -0.7071 -1.6525
H 3.9884 3.0751 -2.6088
C 5.3026 1.3572 -2.3010
C 5.3850 0.0008 -1.9718
H 4.2128 -1.7584 -1.3295
H 6.2054 1.9075 -2.5761
H 6.3370 -0.5289 -1.9547
Si -5.3571 -3.0534 1.2355
Cl -4.5275 -3.2492 -0.6916
C -6.4030 -1.4907 1.1662
C -3.8192 -3.3697 2.2787
C -6.7172 -4.3124 1.8078
H -5.9048 -0.7288 0.5536
H -6.6057 -1.0756 2.1616
H -7.3875 -1.7150 0.7142
H -7.6701 -4.2224 1.2536
H -6.9549 -4.0920 2.8670
H -6.4081 -5.3687 1.7660
H -2.9791 -2.7952 1.8598
H -3.5837 -4.4452 2.2151
H -3.9342 -3.1123 3.3400
N 1.9046 -2.1316 1.7461
C 1.1211 -1.3164 1.4282
*
```


(2)
Entry from the Open Molecules 2025 dataset: a cluster of 5 separate species, C24H43F3I2N3O5P in total at a distorted geometry (ωB97M-V/def2-TZVPD).

Results
HOMO level ... -0.30017 hartree
Lowest unoccupied orbital energy ... -0.044 hartree
SMILES ... CCOc1c(C(F)(F)F)c([C@@H](I)[C@H](C)I)c(CCCCN)c2ncc(P(C)C)nc12.CO.CO.CO.CO
Electronic energy ... -73929.679 eV

Geometry as ORCA input:
```
! RIJCOSX wB97M-V def2-TZVPD def2/J DEFGRID3
* xyz 0 1
C -6.1148 0.1232 -1.0010
C -4.9743 -0.1300 0.0793
O -4.4034 -1.4536 -0.1314
C -3.1175 -1.4108 0.4355
C -2.8687 -1.9140 1.7979
C -3.9678 -2.5629 2.6841
F -3.5603 -3.8369 3.0794
F -4.2105 -1.7529 3.7960
F -5.1859 -2.7373 2.0812
C -1.4718 -1.8256 2.4412
C -1.1874 -2.3107 3.9041
I -0.0047 -4.1740 3.9367
C -0.5323 -1.1429 4.8212
C 0.6932 -1.6104 5.6917
I -2.0330 -0.4300 6.2693
C -0.3727 -1.2571 1.6188
C 1.1151 -1.1550 2.1492
C 1.5627 0.3435 2.4290
C 3.1633 0.4050 2.5730
C 3.6798 1.7045 1.8282
N 2.9675 2.9418 2.3019
C -0.6190 -0.7547 0.2202
N 0.5168 -0.2070 -0.4857
C 0.1802 0.2906 -1.7640
C -1.2590 0.2341 -2.3273
P -1.5397 1.0242 -4.0458
C 0.0759 1.0152 -5.0262
C -2.6981 -0.2178 -4.9021
N -2.3918 -0.3333 -1.7074
C -2.0171 -0.8188 -0.4127
H -7.0121 0.5446 -0.4755
H -5.7566 0.8773 -1.7599
H -6.3436 -0.8659 -1.4775
H -4.2181 0.6947 -0.0594
H -5.3667 -0.1107 1.1408
H -2.1279 -2.5941 4.4559
H -0.3179 -0.2834 4.1410
H 0.9718 -0.7393 6.3641
H 0.4083 -2.4398 6.4044
H 1.6190 -1.8561 5.1087
H 1.2817 -1.7373 3.0873
H 1.7558 -1.5110 1.2872
H 1.1544 0.7755 3.3801
H 1.2881 1.0327 1.5877
H 3.4244 0.4671 3.6718
H 3.6607 -0.4988 2.1208
H 3.4693 1.5946 0.7236
H 4.7904 1.8750 2.0305
H 3.5443 3.7717 2.1511
H 2.1707 3.0632 1.6613
H 0.9824 0.7740 -2.3722
H 0.5612 2.0168 -4.8655
H -0.1928 0.8771 -6.1069
H 0.7293 0.1765 -4.6684
H -2.5369 -1.2152 -4.3901
H -2.4198 -0.2680 -5.9934
H -3.7775 0.0527 -4.7554
C 7.5749 3.0526 2.8504
O 6.7838 1.9403 3.2493
H 7.1049 3.5240 1.9882
H 7.6379 3.7759 3.6673
H 8.5776 2.7160 2.5753
H 7.2178 1.5407 4.0114
C -0.7254 -3.3872 -3.4641
O -0.0377 -3.1923 -2.2585
H -0.3038 -4.2377 -3.9986
H -1.7812 -3.5837 -3.2558
H -0.6210 -2.4871 -4.0785
H -0.4311 -2.4302 -1.8231
C -2.2628 3.3543 -1.2121
O -1.0401 3.9773 -1.5883
H -2.1280 2.2764 -1.2380
H -2.5369 3.6596 -0.1983
H -3.0512 3.6371 -1.9142
H -1.1832 4.9296 -1.5582
C 3.4271 0.3681 -6.2820
O 2.6467 -0.7550 -5.8926
H 2.9399 0.8561 -7.1249
H 3.5031 1.0746 -5.4510
H 4.4253 0.0407 -6.5828
H 3.0965 -1.1699 -5.1473
*
```


(3)
Entry from the Open Molecules 2025 dataset: a cluster of 6 separate species, C24H43F3O12 in total at a distorted geometry (ωB97M-V/def2-TZVPD).

Results
HOMO level ... -0.36017 hartree
Lowest unoccupied orbital energy ... 0.008 hartree
SMILES ... CCOC(=O)C(F)(F)F.O=C1CCCO1.O=C1CCCO1.O=C1CCCO1.COCCOC.COCCOC
Electronic energy ... -58305.189 eV

Geometry as ORCA input:
```
! RIJCOSX wB97M-V def2-TZVPD def2/J DEFGRID3
* xyz 0 1
C -2.5276 -1.5014 -0.8768
O -1.2332 -2.0562 -1.0327
C -0.3679 -1.8160 0.0722
C 0.0901 -0.3769 0.2134
O -0.9338 0.4871 0.6170
C -1.3787 0.4074 1.9529
H -3.0703 -1.8763 -1.7540
H -2.6052 -0.4182 -0.9162
H -3.0573 -1.9904 -0.0514
H 0.5579 -2.3925 -0.0301
H -0.8155 -2.2490 0.9712
H 0.7327 -0.0922 -0.6190
H 0.8516 -0.4866 1.0089
H -1.6482 -0.6137 2.2432
H -2.3332 0.9242 2.0178
H -0.6275 0.7963 2.6396
C -3.8924 6.0222 -0.5109
O -3.4244 5.0964 0.4457
C -2.3335 5.5960 1.2090
C -1.7124 4.4491 1.9638
O -0.5323 4.8971 2.6099
C 0.0406 3.8414 3.3726
H -4.4464 6.8108 0.0158
H -4.5620 5.4955 -1.1836
H -3.0739 6.5144 -1.0457
H -2.6997 6.4237 1.8233
H -1.6074 6.0106 0.5000
H -1.3443 3.6605 1.2921
H -2.4274 3.9830 2.6531
H 0.8734 4.3504 3.8657
H 0.5917 3.1348 2.7413
H -0.6554 3.3934 4.0767
O -0.4490 -2.4744 -6.3265
C 0.1408 -2.5259 -5.2740
O 0.9297 -3.5368 -4.9366
C 1.6860 -3.2774 -3.7318
C 1.3790 -1.7843 -3.4101
C 0.0853 -1.4812 -4.1703
H 2.7324 -3.4155 -3.9915
H 1.4097 -3.9740 -2.9440
H 2.2453 -1.2000 -3.7069
H 1.1964 -1.6972 -2.3380
H 0.1861 -0.5000 -4.6267
H -0.8302 -1.6441 -3.6088
O 4.5758 -1.4127 -0.8372
C 4.4839 -0.6250 0.0597
O 3.3005 -0.0295 0.3074
C 3.3827 0.8511 1.4186
C 4.7760 0.6895 2.0062
C 5.5449 -0.2334 1.0789
H 2.5921 0.5806 2.1221
H 3.2529 1.9069 1.1609
H 4.7377 0.3300 3.0389
H 5.3133 1.6284 2.1560
H 5.9946 -1.1150 1.5238
H 6.3086 0.2915 0.5041
O 2.7550 3.8511 -3.1843
C 1.7744 3.3747 -2.6920
O 1.0154 4.0467 -1.8055
C 0.0025 3.1778 -1.2534
C -0.1874 2.1353 -2.3386
C 1.2811 1.9653 -2.8202
H -0.9023 3.6648 -0.8923
H 0.4899 2.8416 -0.3275
H -0.7909 2.5919 -3.1280
H -0.7314 1.2506 -2.0140
H 1.3377 1.6054 -3.8411
H 1.7089 1.3113 -2.0593
C -3.1439 -6.6618 1.5193
C -2.4912 -5.3521 1.1405
O -1.2015 -5.1465 1.6768
C -1.1422 -4.5492 2.8655
O -2.1008 -4.2480 3.5085
C 0.2906 -4.2675 3.3232
F 0.7146 -3.1323 2.7188
F 0.3350 -4.1235 4.6539
F 1.1262 -5.2757 2.9777
H -2.8371 -6.9850 2.5171
H -2.9190 -7.4750 0.8328
H -4.2243 -6.5262 1.5749
H -3.1542 -4.4894 1.2410
H -2.4079 -5.3611 0.0472
*
```


(4)
Entry from the Open Molecules 2025 dataset: a structure of composition C24H43F5OOsP (ωB97M-V/def2-TZVPD).

Results
HOMO level (alpha / beta) ... -0.69858 / -0.69857 hartree
Lowest unoccupied orbital energy (alpha / beta) ... -0.447 / -0.447 hartree
Electronic energy ... -52947.989 eV

Geometry as ORCA input:
```
! RIJCOSX wB97M-V def2-TZVPD def2/J DEFGRID3
* xyz 3 1
Os 0.3084 -0.2644 -0.1774
C 2.9825 1.5095 -1.0160
C 1.9309 1.2820 0.0400
C 0.9121 2.2977 0.1884
C 0.7735 3.3343 -0.8937
C 0.2758 2.4409 1.4220
C -0.5318 3.6642 1.7346
C 0.5223 1.4898 2.4787
C -0.0228 1.7281 3.8522
C 1.3605 0.3838 2.2809
C 1.6564 -0.5491 3.4211
C 2.1764 0.3434 1.1094
C 3.4439 -0.4547 1.1748
H 3.6314 2.3099 -0.6445
H 2.5721 1.8551 -1.9574
H 3.6109 0.6513 -1.2115
H 0.9245 2.9173 -1.8857
H 1.5351 4.1092 -0.7603
H -0.1902 3.8339 -0.8851
H 0.0905 4.3417 2.3303
H -1.4146 3.4473 2.3316
H -0.8412 4.2177 0.8565
H -0.8006 0.9998 4.1039
H -0.4342 2.7216 3.9827
H 0.7652 1.5911 4.5937
H 2.5363 -0.1858 3.9629
H 1.8807 -1.5570 3.0875
H 0.8420 -0.6023 4.1361
H 3.9442 -0.5839 0.2242
H 3.3125 -1.4247 1.6435
H 4.1277 0.1136 1.8167
C 1.5264 -1.2803 -4.3196
C 0.8820 -0.0067 -3.7699
P -0.4285 -0.0844 -2.4958
C -1.4739 1.3877 -2.7917
C -1.5135 1.9395 -4.2228
C -1.4699 -1.5384 -2.8211
C -2.1875 -1.4698 -4.1759
H 1.9459 -1.0438 -5.2965
H 0.8046 -2.0822 -4.4697
H 2.3412 -1.6478 -3.7066
H 0.3397 0.4775 -4.5848
H 1.6313 0.7201 -3.4533
H -1.1594 2.1778 -2.1175
H -2.4730 1.0792 -2.4791
H -0.5748 2.4164 -4.5020
H -2.2903 2.7022 -4.2679
H -1.7584 1.1831 -4.9657
H -2.1926 -1.6151 -2.0038
H -0.8321 -2.4211 -2.7675
H -2.9134 -0.6594 -4.2154
H -2.7298 -2.4024 -4.3251
H -1.4896 -1.3600 -5.0057
C -2.8144 1.8748 0.1360
C -2.4108 0.8613 1.1587
O -1.5615 -0.2638 0.6668
C -2.0734 -1.5304 1.3352
C -1.8220 -1.5578 2.8147
H -3.4526 2.5987 0.6477
H -3.4128 1.4302 -0.6554
H -1.9733 2.4190 -0.2831
H -3.2974 0.3832 1.5648
H -1.8544 1.2940 1.9864
H -1.6005 -2.3528 0.8263
H -3.1306 -1.5444 1.0770
H -0.7567 -1.5160 3.0351
H -2.1902 -2.5158 3.1877
H -2.3538 -0.7787 3.3584
F -0.3767 -3.1046 -0.4748
C 0.6091 -2.3097 -0.0088
F 0.8940 -2.7088 1.2440
C 1.8389 -2.5214 -0.9222
F 2.9367 -2.9034 -0.3583
F 2.0362 -1.1194 -1.3251
F 1.6035 -3.1815 -2.0112
*
```


(5)
Entry from the Open Molecules 2025 dataset: a structure of composition C24H43F5OP2PtTe at a distorted geometry (ωB97M-V/def2-TZVPD).

Results
HOMO level (alpha / beta) ... -0.51606 / -0.51502 hartree
Lowest unoccupied orbital energy (alpha / beta) ... -0.310 / -0.342 hartree
<S²> ... 6.067
Energy above the lowest of the compared OMol25 structures with the same formula, charge and spin ... 0.0 kcal per mole
Electronic energy ... -70318.877 eV

Geometry as ORCA input:
```
! RIJCOSX wB97M-V def2-TZVPD def2/J DEFGRID3
* xyz 2 5
Pt -0.8836 -0.5439 -2.6666
C -0.6268 -2.3111 2.7415
C 0.7207 -2.4047 2.2878
C 0.6493 -0.9313 4.0628
C -0.6673 -1.4039 3.8391
C 1.5075 -1.5521 3.1003
C -1.7748 -3.0979 2.2529
H -1.5028 -3.7188 1.3847
H -2.6156 -2.4469 1.9578
H -2.1370 -3.7706 3.0496
C -1.8408 -1.1038 4.6657
H -2.7116 -1.6574 4.3121
H -2.0829 -0.0389 4.6545
H -1.6514 -1.3807 5.7081
C 1.0545 -0.0206 5.1415
H 0.6726 -0.3795 6.1110
H 0.6658 1.0008 4.9838
H 2.1510 0.0503 5.2153
C 2.9841 -1.4552 3.0498
H 3.4395 -2.2524 3.6632
H 3.3306 -0.4872 3.4280
H 3.3427 -1.5809 2.0196
C 1.2258 -3.2904 1.2192
H 1.5495 -4.2591 1.6330
H 2.0851 -2.8352 0.7152
H 0.4544 -3.4850 0.4697
C -1.9297 0.3233 -4.2589
C -1.8640 -1.0967 -4.4438
C -0.8968 -1.7229 -5.4256
C 0.5891 -1.3502 -5.1792
C 0.8353 -0.8950 -3.7632
C 0.7915 0.5169 -3.4318
C 0.3324 1.5410 -4.4536
C -1.0885 1.3047 -5.0597
H -1.1612 -1.5038 -6.4693
H 0.9003 -0.5813 -5.9005
H -0.9907 -2.8021 -5.2842
H -1.0044 1.0091 -6.1186
H -2.8734 0.7307 -3.8793
H -2.7875 -1.6714 -4.2454
H -1.6047 2.2783 -5.0584
H 0.3254 2.5396 -3.9952
H 1.5840 0.8814 -2.7627
H 1.0663 1.5875 -5.2736
H 1.2010 -2.2430 -5.3501
H 1.4832 -1.5530 -3.1521
P -1.0567 0.7309 -0.5014
P 1.9904 1.6620 0.5888
C -0.4348 2.4346 -0.8318
C 1.0208 2.8242 -0.4871
H -1.1299 3.1175 -0.3177
H -0.6279 2.5763 -1.9108
H 1.6078 2.9455 -1.4112
H 1.0022 3.7828 0.0522
C 2.6533 2.5105 2.0557
H 3.2380 1.7719 2.6313
H 1.8164 2.8338 2.6952
H 3.2879 3.3592 1.7773
C 3.4346 1.2686 -0.4820
H 3.6842 2.1088 -1.1557
H 3.1762 0.3774 -1.0886
H 4.2975 1.0165 0.1470
C -2.8468 0.7705 -0.3620
H -3.1830 -0.0553 0.2807
H -3.2858 0.6398 -1.3579
H -3.1609 1.7211 0.0751
C -1.3411 -2.2054 -1.5748
H -0.9358 -3.0560 -2.1592
H -2.4460 -2.2662 -1.5497
H -0.9306 -2.1854 -0.5441
F -0.6733 4.1560 1.7619
Te -1.5390 2.8188 2.9387
F -3.2683 3.1653 2.0233
F -1.9187 4.3574 3.9694
F 0.1943 2.7696 3.9805
F -2.4345 1.9247 4.4925
O -0.4373 0.1879 0.7701
*
```


(6)
Entry from the Open Molecules 2025 dataset: a structure of composition C24H43NNiP2 at a distorted geometry (ωB97M-V/def2-TZVPD).

Results
HOMO level (alpha / beta) ... -0.14775 / -0.24477 hartree
Lowest unoccupied orbital energy (alpha / beta) ... 0.010 / 0.007 hartree
<S²> ... 2.030
Energy above the lowest of the compared OMol25 structures with the same formula, charge and spin ... 36.0 kcal per mole
Electronic energy ... -86684.917 eV

Geometry as ORCA input:
```
! RIJCOSX wB97M-V def2-TZVPD def2/J DEFGRID3
* xyz 0 3
P 0.4588 -2.3514 0.0092
P -0.1655 1.9986 0.1886
C 1.0089 -0.6525 -0.8364
C 1.1337 0.9105 -0.4903
H 0.8769 -0.6179 -1.9727
H 2.0879 -0.8001 -1.0365
H 2.0620 1.0413 0.1039
H 1.4167 1.4160 -1.4460
C -1.5947 2.8318 -0.5183
H -2.1229 3.3619 0.2908
H -2.2828 2.1467 -1.0116
H -1.2473 3.5663 -1.2466
C 0.8226 3.4169 0.7842
H 0.6218 4.2329 0.0719
H 1.8939 3.1514 0.7527
H 0.4967 3.6939 1.8045
C -0.6920 -3.6264 -0.6889
H -0.8362 -4.4632 0.0146
H -0.3182 -4.0990 -1.6088
H -1.6900 -3.2004 -0.8848
C 2.0477 -3.2356 -0.0295
H 2.8349 -2.4714 -0.0493
H 2.1308 -3.8505 -0.9364
H 2.1547 -3.8770 0.8572
Ni -0.5972 -0.8101 -2.4820
C 0.2157 0.8076 -3.6226
C -1.1256 0.8067 -3.2054
C -2.2195 0.1538 -4.0447
C -1.8400 -1.2894 -4.5300
C -1.0108 -2.1205 -3.6084
C 0.3736 -2.0693 -3.4658
C 1.2866 -1.3441 -4.4210
C 0.8046 0.1079 -4.7646
C -0.0981 -2.3840 1.7366
H 0.8457 1.6428 -3.3020
H -1.4072 1.6406 -2.5443
H -2.4816 0.8124 -4.8936
H -3.0974 0.1007 -3.3734
H -2.7734 -1.8426 -4.6626
H -1.3252 -1.2524 -5.4849
H -1.5227 -2.8876 -3.0171
H 0.8547 -2.8957 -2.8919
H 1.3925 -1.9299 -5.3391
H 2.2808 -1.3172 -3.9583
H 1.7100 0.6306 -5.0929
H 0.1623 0.0496 -5.6434
H 0.6124 -1.8473 2.3707
H -0.1739 -3.4314 2.0846
H -1.0762 -1.9003 1.8268
C 2.0277 1.7449 5.3194
N 1.6265 0.7899 4.3354
C 1.3125 -0.5321 4.7900
C 1.2296 1.2451 3.0325
C -0.2737 1.4509 2.9033
C -1.0421 1.9185 3.9638
C -2.4153 1.8580 3.9001
C -3.0728 1.2418 2.7970
C -2.3013 0.8730 1.6849
C -0.9243 1.2174 1.6406
H 2.7851 1.2914 5.9752
H 1.2002 2.0829 5.9701
H 2.4469 2.6201 4.8103
H 0.2241 -0.6591 4.9627
H 1.6581 -1.2485 4.0205
H 1.8295 -0.7086 5.7526
H 1.7496 2.2091 2.8769
H 1.5548 0.4975 2.2735
H -0.5780 2.3834 4.8548
H -3.0088 2.2930 4.6785
H -4.1396 1.1399 2.8200
H -2.7770 0.3378 0.8458
*
```


Number 4 is which compound? C24H43F5OOsP


What is the electronic energy in the fifth record? -70318.877 eV